# 1
110
Properties=species:S:1:pos:R:3:lowdin_spin:R:1 method="wB97M-V/def2-TZVPD" orbital_gap_ev="8.10 / 6.18" e_homo_ev="-16.602 / -16.602" total_charge=+3 spin_multiplicity=2 de_lowest_ev=0.000 fmax_ev_per_a=0.994
Sc -0.95 -0.90 0.12 0.01
C 1.74 -3.45 -1.16 0.00
C 1.06 -2.56 -2.19 0.00
C 0.70 -3.36 -3.43 0.03
C 1.92 -1.36 -2.53 0.00
O -0.21 -2.06 -1.58 0.11
Ge -1.55 -1.49 -2.74 0.42
O -2.59 -1.30 -1.22 0.11
C -4.07 -1.17 -1.26 0.01
C -4.42 0.17 -0.63 0.00
C -4.53 -1.25 -2.70 0.03
C -4.61 -2.34 -0.45 0.00
O -1.06 0.17 -3.02 0.19
C -0.99 0.97 -4.26 0.01
C -2.20 1.89 -4.28 0.00
C -0.99 0.03 -5.45 0.02
C 0.30 1.76 -4.17 0.01
H 2.59 -3.94 -1.63 0.00
H 2.12 -2.87 -0.33 0.00
H 1.07 -4.23 -0.80 0.00
H 1.60 -3.78 -3.88 0.00
H 0.02 -4.18 -3.20 0.00
H 0.24 -2.72 -4.20 0.02
H 2.90 -1.69 -2.88 0.00
H 1.46 -0.75 -3.31 0.00
H 2.08 -0.73 -1.64 0.00
H -4.16 0.99 -1.30 0.00
H -5.50 0.22 -0.45 0.00
H -3.92 0.29 0.33 0.00
H -4.07 -0.46 -3.31 0.00
H -4.31 -2.23 -3.14 0.01
H -5.61 -1.11 -2.76 0.00
H -4.30 -2.26 0.60 0.00
H -5.70 -2.34 -0.48 0.00
H -4.26 -3.29 -0.85 0.00
H -3.12 1.34 -4.07 0.00
H -2.09 2.69 -3.54 0.00
H -2.31 2.35 -5.26 0.00
H -1.93 -0.53 -5.52 0.01
H -0.87 0.59 -6.38 0.00
H -0.15 -0.68 -5.39 0.00
H 0.35 2.31 -3.23 0.00
H 1.18 1.12 -4.25 0.00
H 0.33 2.49 -4.99 0.00
C 1.25 5.85 0.84 0.00
C 1.15 5.21 -0.56 0.00
C 2.54 5.13 -1.20 0.00
C 0.24 6.07 -1.45 0.00
C 0.59 3.81 -0.39 0.00
C -0.71 3.45 -0.77 0.00
C -1.14 2.16 -0.59 0.00
N -0.38 1.21 -0.02 0.00
C 0.87 1.54 0.39 0.00
C 1.37 2.81 0.21 0.00
C 1.62 0.46 1.09 0.00
C 2.85 0.67 1.68 0.00
C 3.51 -0.35 2.37 0.00
C 2.84 -1.57 2.44 0.00
C 1.62 -1.73 1.83 0.00
N 1.01 -0.75 1.15 0.00
C 4.88 -0.17 3.00 0.00
C 5.38 1.27 2.89 0.00
C 5.86 -1.11 2.27 0.00
C 4.79 -0.56 4.49 0.00
H 1.68 6.84 0.75 0.00
H 1.89 5.27 1.50 0.00
H 0.27 5.94 1.30 0.00
H 2.89 6.14 -1.42 0.00
H 2.53 4.58 -2.14 0.00
H 3.28 4.68 -0.54 0.00
H 0.71 7.05 -1.58 0.00
H -0.74 6.25 -0.99 0.00
H 0.10 5.63 -2.44 0.00
H -1.37 4.17 -1.22 0.00
H -2.12 1.86 -0.91 0.00
H 2.37 3.04 0.53 0.00
H 3.31 1.65 1.62 0.00
H 3.27 -2.41 2.97 0.00
H 1.10 -2.68 1.88 0.00
H 5.52 1.58 1.85 0.00
H 6.35 1.34 3.38 0.00
H 4.71 1.97 3.39 0.00
H 5.95 -0.84 1.22 0.00
H 5.56 -2.15 2.35 0.00
H 6.84 -1.02 2.73 0.00
H 4.05 0.04 5.02 0.00
H 5.76 -0.39 4.96 0.00
H 4.55 -1.62 4.62 0.00
C -2.42 1.06 3.99 0.00
C -1.97 0.83 2.69 0.00
N -1.83 -0.39 2.18 0.00
C -2.13 -1.45 2.97 0.00
C -2.59 -1.31 4.28 0.00
C -2.73 -0.01 4.79 0.00
C -2.92 -2.48 5.05 0.00
C -2.81 -3.71 4.52 0.00
C -2.34 -3.88 3.17 0.00
C -2.25 -5.14 2.55 0.00
C -1.82 -5.22 1.24 0.00
C -1.46 -4.05 0.58 0.00
N -1.50 -2.85 1.14 0.00
C -1.97 -2.76 2.42 0.00
H -2.51 2.08 4.35 0.00
H -1.73 1.67 2.05 0.00
H -3.08 0.14 5.81 0.00
H -3.27 -2.35 6.07 0.00
H -3.07 -4.59 5.09 0.00
H -2.52 -6.03 3.09 0.00
H -1.76 -6.17 0.73 0.00
H -1.12 -4.08 -0.45 0.00

***

# 2
118
Properties=species:S:1:pos:R:3:mulliken_charge:R:1 method="wB97M-V/def2-TZVPD" orbital_gap_ev=6.56 e_homo_ev=-16.031 total_charge=+3 de_lowest_ev=0.000 fmax_ev_per_a=0.905
Ti 0.21 0.23 1.08 -0.55
C -1.30 -2.86 3.75 -1.11
C -0.57 -1.59 3.49 -0.05
O -0.34 -1.20 2.29 0.61
N -0.19 -0.87 4.52 0.08
C 0.45 0.45 4.45 -0.81
C -0.55 1.48 3.98 0.76
C -1.06 2.37 4.90 -0.97
C -2.12 3.20 4.54 -1.04
C -2.65 3.07 3.27 -1.10
C -2.06 2.17 2.40 -1.10
N -1.01 1.40 2.71 1.32
H -1.38 -3.44 2.84 -0.17
H -2.30 -2.61 4.11 0.45
H -0.80 -3.45 4.52 0.54
H -0.42 -1.23 5.43 0.34
H 1.34 0.39 3.82 -0.74
H 0.79 0.69 5.45 0.82
H -0.65 2.40 5.90 0.57
H -2.53 3.90 5.25 0.50
H -3.50 3.66 2.94 0.67
H -2.46 2.06 1.41 0.76
C -1.94 0.78 -2.96 -1.33
N -1.28 0.64 -1.64 1.04
P -0.27 1.86 -0.98 2.41
C -1.13 3.46 -0.96 0.69
C -1.30 4.25 0.17 -0.07
C -2.00 5.44 0.09 -1.09
C -2.54 5.86 -1.12 -0.77
C -2.34 5.09 -2.26 -1.10
C -1.62 3.91 -2.19 -0.81
C 1.05 2.20 -2.16 0.11
C 1.57 1.16 -2.93 0.66
C 2.59 1.41 -3.83 -0.28
C 3.11 2.70 -3.95 -1.09
C 2.60 3.73 -3.17 -0.81
C 1.57 3.49 -2.28 -0.70
P -2.11 -0.06 -0.32 1.01
C -3.82 0.56 -0.42 1.42
C -4.10 1.93 -0.40 0.24
C -5.40 2.38 -0.57 -1.37
C -6.44 1.48 -0.76 -0.81
C -6.17 0.12 -0.79 -0.92
C -4.87 -0.34 -0.63 -1.01
C -2.33 -1.85 -0.47 1.19
C -2.83 -2.47 0.67 -0.78
C -3.21 -3.80 0.63 -1.00
C -3.09 -4.53 -0.55 -0.79
C -2.59 -3.91 -1.69 -0.87
C -2.21 -2.58 -1.65 -0.49
H -1.20 1.07 -3.70 0.40
H -2.74 1.52 -2.92 0.43
H -2.37 -0.17 -3.25 0.41
H -0.87 3.96 1.12 0.73
H -2.12 6.06 0.97 0.51
H -3.08 6.79 -1.18 0.46
H -2.72 5.43 -3.22 0.51
H -1.44 3.36 -3.10 0.56
H 1.16 0.18 -2.82 -1.23
H 2.98 0.62 -4.45 0.46
H 3.90 2.90 -4.66 0.45
H 3.00 4.73 -3.27 0.49
H 1.17 4.30 -1.69 0.46
H -3.32 2.67 -0.30 0.13
H -5.60 3.44 -0.56 0.54
H -7.45 1.83 -0.89 0.45
H -6.97 -0.59 -0.96 0.49
H -4.69 -1.41 -0.68 0.46
H -2.97 -1.90 1.58 0.72
H -3.61 -4.28 1.52 0.53
H -3.41 -5.56 -0.59 0.46
H -2.52 -4.47 -2.61 0.54
H -1.84 -2.11 -2.55 -0.08
C 0.74 -4.25 -2.14 -0.51
Si 1.63 -2.66 -2.51 0.93
C 3.38 -3.01 -3.00 -1.38
C 0.76 -1.83 -3.95 -1.30
As 1.67 -1.35 -0.36 0.70
Si 2.09 -3.19 1.21 0.74
C 2.42 -2.54 2.94 -0.71
C 3.58 -4.08 0.54 -1.17
C 0.61 -4.33 1.26 -0.67
Si 3.88 -0.16 -0.08 0.46
C 5.10 -0.72 -1.37 -1.18
C 4.57 -0.55 1.60 -1.07
C 3.69 1.68 -0.26 -0.18
H 1.44 -5.08 -2.16 0.50
H 0.01 -4.43 -2.93 0.50
H 0.20 -4.28 -1.20 -0.35
H 3.26 -3.77 -3.78 0.45
H 3.99 -3.45 -2.21 0.34
H 3.90 -2.16 -3.44 0.40
H 0.55 -2.67 -4.63 0.55
H 1.38 -1.13 -4.50 0.41
H -0.18 -1.36 -3.72 0.23
H 3.44 -2.79 3.24 0.72
H 1.75 -3.05 3.65 0.48
H 2.31 -1.46 3.07 -0.51
H 4.47 -3.45 0.45 0.33
H 3.38 -4.55 -0.42 0.26
H 3.81 -4.88 1.25 0.48
H -0.33 -3.87 0.95 -0.48
H 0.50 -4.69 2.29 0.56
H 0.78 -5.21 0.64 0.63
H 5.37 -1.77 -1.34 0.41
H 6.01 -0.15 -1.12 0.47
H 4.82 -0.44 -2.38 0.24
H 4.79 -1.60 1.78 0.28
H 3.98 -0.15 2.43 0.23
H 5.53 -0.02 1.61 0.50
H 3.93 1.99 -1.28 0.30
H 4.42 2.13 0.41 0.67
H 2.72 2.10 -0.01 -0.68
F 1.65 0.93 1.82 -0.85
B 2.25 3.68 2.48 -0.05
F 2.09 3.31 3.73 -0.17
F 3.39 4.16 2.05 -0.21
F 1.22 3.59 1.65 0.41